Entry 1:
Entry from the OMol25 dataset: a cluster of 10 separate species, C45H120N15O10P5 in total (wB97M-V/def2-TZVPD).

Last column: Löwdin charge in e.
Geometry (Å):
C (-3.307, 4.837, -3.881)  -0.015
C (-2.944, 5.099, -5.309)  -0.477
O (-3.738, 5.124, -6.263)  0.028
C (-1.426, 5.312, -5.483)  -0.030
H (-2.497, 5.022, -3.166)  0.090
H (-3.382, 3.752, -3.925)  0.057
H (-4.280, 5.176, -3.651)  0.076
H (-1.172, 6.365, -5.209)  0.101
H (-0.977, 5.111, -6.475)  0.091
H (-0.929, 4.732, -4.768)  0.017
C (-0.834, 4.033, 4.471)  -0.002
C (-2.361, 3.655, 4.863)  -0.463
O (-2.652, 2.817, 5.666)  0.056
C (-3.388, 4.487, 4.090)  -0.027
H (-0.633, 4.984, 4.972)  0.078
H (-0.837, 4.267, 3.431)  0.047
H (-0.103, 3.270, 4.741)  0.062
H (-4.340, 4.477, 4.686)  0.098
H (-3.428, 3.921, 3.147)  0.085
H (-3.125, 5.502, 3.842)  0.069
C (-4.450, 1.994, -1.032)  -0.025
C (-4.573, 0.601, -0.505)  -0.447
O (-4.151, -0.366, -1.096)  0.056
C (-5.177, 0.428, 0.948)  -0.011
H (-3.766, 2.056, -1.797)  0.008
H (-4.088, 2.690, -0.243)  0.094
H (-5.379, 2.395, -1.515)  0.112
H (-6.149, 0.853, 1.010)  0.059
H (-4.542, 1.095, 1.528)  0.059
H (-5.122, -0.638, 1.302)  0.085
C (3.501, -0.950, -5.691)  -0.012
C (2.251, -0.307, -5.047)  -0.502
O (2.367, 0.825, -4.680)  0.055
C (0.986, -1.135, -4.961)  -0.022
H (3.738, -1.656, -4.868)  0.067
H (4.324, -0.282, -5.830)  0.064
H (3.248, -1.450, -6.652)  0.088
H (1.155, -2.007, -5.601)  0.071
H (0.221, -0.483, -5.466)  0.076
H (0.800, -1.480, -3.898)  0.061
C (-0.860, 0.735, -1.128)  -0.009
C (-0.715, 2.108, -1.689)  -0.528
O (-0.722, 3.084, -0.966)  0.041
C (-0.317, 2.140, -3.095)  -0.005
H (0.049, 0.231, -1.341)  0.046
H (-1.660, 0.177, -1.751)  0.106
H (-1.016, 0.814, -0.080)  0.069
H (-0.239, 3.192, -3.412)  0.082
H (-0.994, 1.558, -3.739)  0.082
H (0.625, 1.615, -3.170)  0.067
O (3.037, -2.230, 2.231)  -0.319
P (3.416, -1.889, 3.665)  0.514
N (2.116, -2.299, 4.694)  -0.289
C (1.008, -3.172, 4.251)  -0.077
C (2.291, -2.137, 6.103)  -0.126
N (3.606, -0.340, 4.004)  -0.304
C (4.606, 0.357, 4.811)  -0.062
C (2.595, 0.562, 3.526)  -0.100
N (4.766, -2.581, 4.267)  -0.293
C (4.554, -3.987, 4.652)  -0.095
C (6.079, -2.369, 3.638)  -0.101
H (0.034, -2.924, 4.695)  0.058
H (1.242, -4.221, 4.406)  0.075
H (0.887, -3.111, 3.181)  0.043
H (1.561, -1.424, 6.510)  0.066
H (3.231, -1.652, 6.345)  0.072
H (2.100, -3.061, 6.668)  0.092
H (4.107, 1.080, 5.383)  0.078
H (5.110, -0.396, 5.393)  0.066
H (5.345, 0.700, 4.102)  0.077
H (3.149, 1.410, 3.155)  0.056
H (2.003, 0.089, 2.685)  0.095
H (1.903, 0.862, 4.246)  0.053
H (3.522, -4.344, 4.445)  0.077
H (5.255, -4.624, 4.145)  0.071
H (4.704, -4.108, 5.740)  0.087
H (6.350, -3.036, 2.853)  0.068
H (6.887, -2.336, 4.436)  0.110
H (6.142, -1.399, 3.155)  0.064
O (0.143, -2.207, -2.204)  -0.303
P (1.168, -3.223, -1.854)  0.545
N (2.673, -2.762, -2.377)  -0.287
C (3.117, -1.537, -1.727)  -0.120
C (3.687, -3.771, -2.652)  -0.117
N (0.909, -4.718, -2.620)  -0.306
C (-0.030, -5.705, -2.036)  -0.078
C (1.262, -4.839, -4.009)  -0.158
N (1.109, -3.463, -0.208)  -0.259
C (0.528, -2.493, 0.722)  -0.113
C (1.816, -4.582, 0.481)  -0.089
H (2.311, -0.832, -1.844)  0.052
H (4.049, -1.095, -2.133)  0.092
H (3.261, -1.609, -0.625)  0.088
H (3.250, -4.774, -2.682)  0.060
H (4.502, -3.837, -1.878)  0.105
H (4.120, -3.524, -3.582)  0.053
H (0.223, -6.091, -1.041)  0.064
H (-0.992, -5.214, -1.893)  0.081
H (-0.136, -6.525, -2.741)  0.078
H (1.983, -5.683, -4.182)  0.086
H (0.365, -5.126, -4.714)  0.117
H (1.726, -3.920, -4.405)  0.058
H (-0.283, -2.901, 1.298)  0.076
H (1.264, -1.999, 1.294)  0.017
H (-0.003, -1.708, 0.089)  0.082
H (2.380, -5.149, -0.288)  0.076
H (1.087, -5.196, 1.031)  0.085
H (2.581, -4.170, 1.138)  0.050
O (4.607, 3.308, 2.508)  -0.315
P (4.484, 3.566, 1.038)  0.495
N (5.781, 4.479, 0.456)  -0.290
C (6.592, 4.187, -0.700)  -0.145
C (6.501, 5.365, 1.441)  -0.089
N (3.191, 4.508, 0.741)  -0.280
C (1.927, 4.117, 1.408)  -0.093
C (3.065, 5.194, -0.614)  -0.069
N (4.486, 2.176, 0.125)  -0.301
C (5.209, 1.019, 0.575)  -0.117
C (3.372, 1.771, -0.655)  -0.135
H (6.108, 3.555, -1.496)  0.094
H (7.529, 3.698, -0.424)  0.078
H (6.818, 5.118, -1.169)  0.064
H (7.505, 5.083, 1.613)  0.057
H (6.109, 5.329, 2.460)  0.070
H (6.495, 6.430, 1.176)  0.079
H (2.221, 3.864, 2.425)  0.064
H (1.323, 4.992, 1.516)  0.073
H (1.429, 3.270, 0.948)  0.066
H (4.039, 5.052, -1.153)  0.069
H (2.313, 4.642, -1.202)  0.066
H (2.845, 6.301, -0.514)  0.095
H (4.566, 0.321, 1.144)  0.073
H (5.633, 0.433, -0.261)  0.090
H (5.975, 1.364, 1.316)  0.092
H (2.867, 2.477, -1.281)  0.063
H (2.609, 1.094, -0.040)  0.127
H (3.692, 1.059, -1.442)  0.065
O (-4.123, 1.583, -4.109)  -0.295
P (-3.977, 0.395, -5.005)  0.518
N (-3.702, -1.147, -4.404)  -0.291
C (-2.341, -1.490, -3.842)  -0.100
C (-4.707, -2.092, -3.967)  -0.099
N (-2.690, 0.615, -5.965)  -0.274
C (-2.562, 1.971, -6.559)  -0.069
C (-2.108, -0.413, -6.895)  -0.113
N (-5.442, 0.198, -5.806)  -0.311
C (-5.611, -0.887, -6.815)  -0.098
C (-6.652, 0.825, -5.392)  -0.125
H (-2.493, -1.606, -2.780)  0.050
H (-1.569, -0.765, -4.042)  0.041
H (-2.101, -2.503, -4.181)  0.085
H (-5.667, -1.661, -4.198)  0.065
H (-4.469, -2.291, -2.909)  0.082
H (-4.556, -2.999, -4.554)  0.083
H (-2.329, 2.705, -5.755)  0.065
H (-1.699, 1.942, -7.179)  0.073
H (-3.412, 2.286, -7.079)  0.070
H (-1.080, -0.102, -7.069)  0.054
H (-2.159, -1.465, -6.487)  0.088
H (-2.541, -0.443, -7.957)  0.100
H (-4.603, -1.258, -7.021)  0.052
H (-6.256, -1.702, -6.487)  0.068
H (-6.111, -0.474, -7.772)  0.107
H (-7.279, 0.078, -4.922)  0.076
H (-7.154, 1.269, -6.225)  0.076
H (-6.464, 1.544, -4.630)  0.063
O (-2.342, -3.267, 3.905)  -0.315
P (-2.838, -2.064, 4.628)  0.507
N (-4.285, -1.613, 3.994)  -0.306
C (-5.247, -2.705, 3.775)  -0.098
C (-5.018, -0.435, 4.467)  -0.119
N (-1.834, -0.697, 4.449)  -0.231
C (-0.673, -0.372, 5.360)  -0.072
C (-1.703, -0.400, 2.987)  -0.110
N (-2.919, -2.378, 6.290)  -0.281
C (-2.320, -3.603, 6.844)  -0.113
C (-3.089, -1.251, 7.260)  -0.100
H (-4.677, -3.656, 3.571)  0.096
H (-5.855, -2.384, 2.967)  0.059
H (-5.840, -2.852, 4.673)  0.077
H (-5.371, -0.629, 5.521)  0.091
H (-5.869, -0.254, 3.811)  0.071
H (-4.407, 0.471, 4.475)  0.070
H (0.204, -0.651, 4.883)  0.012
H (-0.621, 0.672, 5.604)  0.068
H (-0.725, -0.931, 6.297)  0.061
H (-1.975, 0.691, 2.745)  0.090
H (-0.663, -0.424, 2.655)  0.060
H (-2.233, -0.993, 2.278)  0.057
H (-1.531, -3.373, 7.571)  0.073
H (-3.012, -4.150, 7.453)  0.059
H (-1.975, -4.248, 5.971)  0.093
H (-3.683, -1.597, 8.077)  0.070
H (-3.450, -0.353, 6.765)  0.068
H (-2.149, -0.981, 7.734)  0.063

Computed properties:
Gap between HOMO and LUMO ... 0.326 Ha
Electronic energy ... -137886.4727 eV
Max |F| ... 3.65 eV Å⁻¹
LUMO level ... 0.56 eV
Highest occupied orbital energy ... -8.31 eV
Total charge ... 0

Entry 2:
Entry from the OMol25 dataset: a cluster of 10 separate species, C4H18BO17 in total (wB97M-V/def2-TZVPD).

Last column: Löwdin charge in e.
Geometry (Å):
O (-0.725, 0.964, -2.920)  0.130
C (-0.354, 0.468, -1.889)  -0.358
O (-0.955, 0.515, -0.722)  0.268
B (-0.134, -0.207, 0.259)  -0.848
O (0.809, -1.006, -0.557)  0.254
C (0.889, -0.445, -1.743)  -0.370
O (1.742, -0.596, -2.575)  0.135
O (-0.997, -1.068, 1.118)  0.211
C (-0.552, -1.024, 2.354)  -0.376
O (-0.980, -1.643, 3.289)  0.138
C (0.528, 0.084, 2.419)  -0.385
O (0.603, 0.624, 1.215)  0.252
O (1.177, 0.354, 3.384)  0.169
O (-2.128, 1.440, 4.042)  -0.040
H (-2.965, 1.197, 4.448)  0.035
H (-1.604, 0.632, 4.073)  0.006
O (-2.283, 2.465, -5.961)  -0.062
H (-1.647, 3.145, -6.204)  0.024
H (-1.745, 1.683, -5.811)  0.019
O (-1.208, 3.780, -1.760)  -0.048
H (-0.814, 2.926, -1.975)  -0.009
H (-0.464, 4.334, -1.511)  0.036
O (2.431, -0.300, 6.219)  -0.065
H (1.581, -0.724, 6.070)  0.025
H (2.981, -0.610, 5.494)  0.026
O (-1.543, -3.438, 5.618)  -0.067
H (-2.429, -3.795, 5.517)  0.026
H (-1.500, -2.710, 4.985)  -0.011
O (4.072, 2.147, -2.089)  -0.057
H (4.435, 2.033, -1.206)  0.032
H (3.385, 1.474, -2.154)  0.011
O (-1.630, -3.823, 0.372)  -0.056
H (-1.923, -4.084, 1.249)  0.028
H (-1.512, -2.865, 0.443)  0.005
O (1.622, -3.476, -3.045)  -0.062
H (0.716, -3.563, -3.354)  0.030
H (1.784, -2.523, -3.010)  -0.008
O (0.450, 2.930, -4.622)  -0.062
H (1.025, 2.438, -5.216)  0.039
H (-0.141, 2.263, -4.245)  -0.014

Computed properties:
Gap between HOMO and LUMO ... 0.394 Ha
Electronic energy ... -39932.9043 eV
Max |F| ... 0.76 eV Å⁻¹
LUMO level ... 2.34 eV
Highest occupied orbital energy ... -8.38 eV
Total charge ... -1
Relative energy (zero: lowest compared OMol25 entry of this formula, charge and spin) ... 20.4 kcal per mole

Entry 3:
Entry from the OMol25 dataset: a cluster of 11 separate species, C48H76N4O7 in total (wB97M-V/def2-TZVPD).

Last column: Löwdin charge in e.
Geometry (Å):
C (27.007, 16.074, 5.599)  -0.164
C (25.809, 15.372, 6.222)  -0.168
C (24.763, 15.414, 5.119)  -0.199
O (25.039, 16.625, 4.401)  -0.141
C (26.445, 16.844, 4.396)  -0.196
H (27.766, 15.338, 5.317)  0.103
H (27.525, 16.704, 6.325)  0.104
H (25.492, 15.874, 7.136)  0.111
H (26.025, 14.333, 6.477)  0.091
H (23.742, 15.509, 5.487)  0.118
H (24.813, 14.552, 4.447)  0.089
H (26.583, 17.914, 4.560)  0.115
H (26.912, 16.524, 3.461)  0.103
C (20.230, 11.835, -2.565)  -0.171
C (19.714, 11.117, -1.330)  -0.172
C (18.234, 11.353, -1.502)  -0.211
O (17.997, 11.112, -2.895)  -0.127
C (19.111, 11.598, -3.619)  -0.207
H (21.171, 11.469, -2.971)  0.079
H (20.337, 12.902, -2.353)  0.114
H (20.180, 11.548, -0.445)  0.085
H (19.946, 10.054, -1.425)  0.124
H (17.980, 12.409, -1.332)  0.118
H (17.572, 10.763, -0.872)  0.119
H (19.006, 12.459, -4.288)  0.114
H (19.524, 10.831, -4.286)  0.104
C (30.444, 15.992, 0.380)  -0.159
C (29.463, 15.612, -0.714)  -0.144
C (28.237, 15.139, 0.096)  -0.199
O (28.727, 14.767, 1.375)  -0.175
C (29.745, 15.702, 1.728)  -0.189
H (30.881, 16.989, 0.307)  0.109
H (31.290, 15.300, 0.327)  0.097
H (29.823, 14.776, -1.310)  0.099
H (29.116, 16.397, -1.385)  0.109
H (27.775, 14.269, -0.369)  0.102
H (27.456, 15.898, 0.206)  0.120
H (30.426, 15.282, 2.462)  0.115
H (29.263, 16.608, 2.113)  0.111
C (22.379, 7.656, 2.389)  -0.153
C (23.185, 6.378, 2.157)  -0.154
C (23.577, 6.411, 0.669)  -0.169
O (22.944, 7.592, 0.150)  -0.152
C (22.785, 8.525, 1.203)  -0.209
H (22.667, 8.144, 3.326)  0.096
H (21.318, 7.416, 2.458)  0.109
H (22.604, 5.473, 2.356)  0.105
H (24.012, 6.287, 2.859)  0.085
H (23.217, 5.543, 0.125)  0.117
H (24.652, 6.544, 0.533)  0.100
H (22.068, 9.291, 0.906)  0.104
H (23.745, 9.034, 1.361)  0.107
C (26.436, 7.767, 5.257)  -0.160
C (26.322, 9.262, 5.084)  -0.160
C (25.544, 9.423, 3.753)  -0.177
O (25.646, 8.157, 3.109)  -0.173
C (26.546, 7.312, 3.777)  -0.210
H (25.551, 7.343, 5.731)  0.113
H (27.347, 7.466, 5.777)  0.110
H (27.300, 9.736, 4.984)  0.112
H (25.811, 9.715, 5.935)  0.102
H (26.004, 10.208, 3.158)  0.098
H (24.483, 9.613, 3.921)  0.106
H (27.593, 7.441, 3.474)  0.118
H (26.284, 6.261, 3.661)  0.115
C (31.604, 11.438, -0.085)  -0.148
C (31.043, 11.928, 1.254)  -0.146
C (29.551, 11.622, 1.121)  -0.196
O (29.247, 11.784, -0.265)  -0.162
C (30.392, 11.452, -1.034)  -0.198
H (32.044, 10.444, -0.034)  0.107
H (32.365, 12.112, -0.482)  0.104
H (31.171, 13.001, 1.404)  0.093
H (31.523, 11.424, 2.093)  0.111
H (28.911, 12.297, 1.680)  0.101
H (29.391, 10.565, 1.373)  0.120
H (30.539, 12.109, -1.892)  0.112
H (30.259, 10.452, -1.463)  0.097
C (25.925, 8.789, -1.658)  -0.192
C (26.799, 8.857, -0.449)  -0.170
C (28.060, 8.134, -0.927)  -0.188
O (27.532, 7.063, -1.723)  -0.132
C (26.190, 7.371, -2.134)  -0.183
H (26.228, 9.526, -2.408)  0.114
H (24.882, 8.972, -1.388)  0.100
H (26.478, 8.286, 0.425)  0.107
H (27.030, 9.872, -0.120)  0.094
H (28.657, 7.736, -0.106)  0.116
H (28.704, 8.809, -1.501)  0.100
H (25.495, 6.715, -1.599)  0.104
H (26.077, 7.209, -3.206)  0.117
N (24.222, 11.688, -3.607)  0.061
C (23.752, 12.775, -4.210)  -0.148
C (22.782, 12.742, -5.211)  -0.073
C (22.271, 11.523, -5.594)  -0.090
C (22.741, 10.383, -4.946)  -0.076
C (23.731, 10.501, -3.988)  -0.141
H (24.200, 13.703, -3.877)  0.104
H (22.457, 13.669, -5.663)  0.103
H (21.505, 11.438, -6.354)  0.109
H (22.440, 9.386, -5.241)  0.106
H (24.225, 9.659, -3.521)  0.083
N (24.425, 12.566, 2.692)  0.060
C (25.599, 12.620, 2.065)  -0.156
C (25.769, 12.272, 0.733)  -0.058
C (24.654, 11.840, 0.041)  -0.068
C (23.422, 11.819, 0.650)  -0.066
C (23.339, 12.245, 1.976)  -0.124
H (26.432, 12.973, 2.666)  0.107
H (26.744, 12.286, 0.263)  0.082
H (24.768, 11.525, -0.991)  0.086
H (22.549, 11.462, 0.121)  0.089
H (22.378, 12.106, 2.456)  0.066
N (24.395, 12.322, 7.252)  0.056
C (23.873, 12.388, 6.041)  -0.170
C (22.503, 12.605, 5.841)  -0.067
C (21.673, 12.808, 6.927)  -0.070
C (22.257, 12.759, 8.200)  -0.079
C (23.604, 12.526, 8.310)  -0.156
H (24.532, 12.284, 5.187)  0.080
H (22.095, 12.707, 4.841)  0.089
H (20.606, 12.962, 6.849)  0.103
H (21.625, 12.861, 9.073)  0.099
H (24.048, 12.369, 9.287)  0.102
N (19.860, 11.560, 2.331)  0.064
C (20.118, 10.740, 3.340)  -0.164
C (19.159, 10.283, 4.255)  -0.055
C (17.876, 10.745, 4.064)  -0.088
C (17.562, 11.588, 3.016)  -0.063
C (18.585, 11.931, 2.137)  -0.140
H (21.155, 10.497, 3.557)  0.089
H (19.474, 9.647, 5.068)  0.105
H (17.089, 10.508, 4.774)  0.108
H (16.588, 11.998, 2.789)  0.104
H (18.411, 12.607, 1.311)  0.099

Computed properties:
Gap between HOMO and LUMO ... 0.360 Ha
Electronic energy ... -71297.6337 eV
Max |F| ... 2.06 eV Å⁻¹
LUMO level ... 0.65 eV
Highest occupied orbital energy ... -9.13 eV
Total charge ... 0
Relative energy (zero: lowest compared OMol25 entry of this formula, charge and spin) ... 1.9 kcal per mole

The lowest gap between HOMO and LUMO belongs to which entry? C45H120N15O10P5

What is the highest occupied orbital energy in the second record? -8.38 eV

Look up the total charge of the second one. -1